Molecular formula: C8H19ClIN4O5P2
Method: DFT, wB97M-V/def2-TZVPD

- charge = +1
- highest occupied orbital energy (eV) = -12.38
- multiplicity = 1
- Kohn-Sham gap (eV) = 8.9

Geometry (Å):
O1 -3.589 -4.485 -1.724
P1 -4.367 -3.342 -1.316
O2 -5.075 -3.408 0.101
O3 -5.538 -2.967 -2.300
N1 -3.450 -1.879 -1.217
C1 -2.105 -1.792 -1.174
N2 -1.270 -2.839 -1.110
C2 -0.077 -2.311 -1.134
N3 -0.082 -0.965 -1.127
P2 1.385 0.044 -0.825
O4 0.610 1.220 -0.024
Cl1 2.108 -1.075 0.708
N4 -1.424 -0.622 -1.222
C3 -1.927 0.746 -1.362
C4 -1.331 1.517 -2.538
C5 -1.201 0.781 -3.868
I1 -2.926 -0.313 -4.468
H1 -4.593 -2.971 0.809
H2 -5.853 -2.058 -2.330
H3 -3.941 -0.999 -1.206
H4 0.837 -2.880 -1.186
H5 1.058 2.065 -0.167
H6 -1.757 1.281 -0.432
H7 -2.999 0.675 -1.501
H8 -0.349 1.914 -2.278
H9 -1.977 2.382 -2.692
H10 -1.062 1.509 -4.660
H11 -0.345 0.113 -3.901
C6 4.154 0.598 4.352
C7 4.808 1.725 3.569
C8 3.997 3.008 3.641
O5 5.014 1.337 2.209
H12 3.164 0.378 3.938
H13 4.755 -0.309 4.291
H14 4.031 0.863 5.402
H15 5.810 1.906 3.960
H16 3.002 2.848 3.211
H17 4.485 3.803 3.078
H18 3.869 3.340 4.672
H19 4.151 1.163 1.822

Molecular formula: C8H19ClINO5P2S2
Method: DFT, wB97M-V/def2-TZVPD

- highest occupied orbital energy (eV) = -8.54
- multiplicity = 1
- Kohn-Sham gap (eV) = 8.3

Geometry (Å):
H1 -2.591 3.400 1.455
N1 -1.658 3.318 1.058
C1 -1.065 2.342 1.570
C2 0.333 1.962 1.220
P1 0.493 0.509 0.087
I1 0.881 -1.071 2.125
C3 -0.919 -0.590 -0.471
C4 -2.163 -0.555 0.408
C5 -3.132 -1.748 0.268
S1 -2.465 -3.394 0.367
O1 -1.458 -3.526 1.352
O2 -3.582 -4.233 0.560
O3 -1.903 -3.711 -1.088
C6 2.189 0.044 -0.510
C7 3.350 0.474 0.425
C8 4.275 -0.705 0.666
Cl1 4.343 1.701 -0.458
P2 0.220 1.795 -1.767
O4 0.372 0.865 -3.106
O5 -1.323 2.322 -1.763
S2 1.458 3.269 -1.934
H2 -1.561 1.718 2.310
H3 0.809 1.670 2.142
H4 0.856 2.839 0.850
H5 -1.222 -0.246 -1.449
H6 -0.518 -1.580 -0.622
H7 -2.737 0.305 0.086
H8 -1.946 -0.402 1.455
H9 -3.817 -1.709 1.098
H10 -3.684 -1.635 -0.652
H11 -0.948 -3.877 -0.995
H12 2.189 -1.035 -0.546
H13 2.405 0.397 -1.509
H14 3.021 0.939 1.338
H15 4.931 -0.562 1.511
H16 3.724 -1.625 0.804
H17 4.863 -0.835 -0.231
H18 -0.502 0.541 -3.388
H19 -1.519 2.630 -2.668

Molecular formula: C8H19F2NP
Method: DFT, wB97M-V/def2-TZVPD

- charge = +1
- ΔE to the lowest compared entry with this formula, charge and spin (kcal per mole) = 0.00
- highest occupied orbital energy (eV) = -12.78
- multiplicity = 1
- Kohn-Sham gap (eV) = 6.2

Geometry (Å):
C1 -3.573 1.421 -1.406
C2 3.458 -1.391 1.604
C3 1.692 -0.227 -2.350
C4 -3.213 0.205 -0.574
C5 -2.956 0.680 0.785
C6 3.253 -0.089 0.801
C7 1.852 -1.009 -1.072
C8 -2.389 -0.194 1.765
N1 1.974 -0.059 0.119
F1 0.770 0.897 2.170
F2 0.107 1.600 0.059
P1 0.457 0.199 0.778
H1 -2.989 2.296 -1.124
H2 -4.587 1.638 -1.244
H3 -3.417 1.308 -2.514
H4 4.178 -1.403 2.455
H5 2.581 -1.328 2.244
H6 3.502 -2.321 1.087
H7 2.609 0.299 -2.324
H8 1.656 -0.926 -3.227
H9 0.873 0.372 -2.514
H10 -2.274 -0.286 -0.936
H11 -3.900 -0.696 -0.644
H12 -2.534 1.672 0.746
H13 -3.819 1.097 1.337
H14 3.361 0.655 1.490
H15 4.020 -0.011 0.015
H16 1.064 -1.785 -0.964
H17 2.794 -1.624 -1.122
H18 -2.325 -1.208 1.799
H19 -2.225 0.217 2.761

Molecular formula: C8H19I2O3P2Ru
Method: DFT, wB97M-V/def2-TZVPD

- charge = +3
- ΔE to the lowest compared entry with this formula, charge and spin (kcal per mole) = 51.27
- highest occupied orbital energy (spin up / spin down) (eV) = -20.18 / -20.29
- multiplicity = 5
- Kohn-Sham gap (spin up / spin down) (eV) = 7.8 / 4.9

Geometry (Å):
I1 -2.871 0.149 -0.380
I2 2.657 0.355 0.083
Ru1 -0.284 0.255 -0.171
P1 -0.203 -2.245 -0.435
C1 -0.410 -3.159 1.125
C2 -1.504 -2.903 -1.531
H1 -1.259 -3.943 -1.731
H2 1.191 -3.947 -1.422
H3 -1.478 -2.308 -2.445
H4 1.573 -2.321 -2.066
H5 -1.338 -2.836 1.593
H6 -2.461 -2.790 -1.027
C3 1.348 -2.894 -1.160
H7 -0.389 -4.248 0.964
H8 2.179 -2.798 -0.454
H9 0.402 -2.958 1.834
P2 -0.199 2.462 -0.427
C4 -0.405 3.418 1.137
C5 1.316 3.205 -1.166
H10 -1.505 2.593 -2.448
H11 -1.287 4.229 -1.752
H12 -2.476 3.084 -1.038
C6 -1.497 3.175 -1.519
H13 1.553 2.645 -2.077
H14 1.159 4.263 -1.424
H15 -0.394 4.502 0.966
H16 0.414 3.153 1.823
H17 2.158 3.112 -0.468
H18 -1.362 3.133 1.595
C7 -0.563 0.285 1.630
O1 -0.632 0.217 2.793
O2 2.209 -2.215 2.831
C8 1.689 -1.216 2.446
O3 0.946 -1.266 1.357
H19 1.724 -0.190 2.961

Molecular formula: C8H19N5O
Method: DFT, wB97M-V/def2-TZVPD

- charge = +2
- ΔE to the lowest compared entry with this formula, charge and spin (kcal per mole) = 0.00
- highest occupied orbital energy (eV) = -15.26
- multiplicity = 1
- Kohn-Sham gap (eV) = 9.0

Geometry (Å):
C1 -0.858 1.847 2.519
C2 -0.906 1.040 1.201
C3 -0.800 -0.276 0.874
C4 -0.598 -1.432 1.954
C5 -0.646 -2.839 1.429
N1 -1.870 -3.071 0.548
N2 -0.854 -0.782 -0.447
C6 -0.625 -0.200 -1.553
N3 -0.975 -0.718 -2.766
N4 -0.076 1.069 -1.841
C7 1.229 1.346 -1.508
N5 1.944 0.427 -0.853
O1 1.705 2.509 -1.912
C8 3.069 2.851 -1.541
H1 -1.828 2.284 2.794
H2 -0.203 2.671 2.428
H3 -0.444 1.177 3.376
H4 -1.079 1.701 0.330
H5 -1.463 -1.284 2.700
H6 0.293 -1.282 2.566
H7 0.255 -3.112 0.693
H8 -0.692 -3.535 2.231
H9 -1.680 -2.405 -0.222
H10 -2.766 -2.902 1.072
H11 -2.098 -3.930 0.058
H12 -0.570 -0.339 -3.577
H13 -1.408 -1.662 -3.010
H14 -0.643 1.780 -2.243
H15 1.545 -0.430 -0.598
H16 2.822 0.686 -0.373
H17 3.786 2.063 -1.707
H18 3.097 3.111 -0.483
H19 3.335 3.636 -2.140

Molecular formula: C8H19NO
Method: DFT, wB97M-V/def2-TZVPD

- ΔE to the lowest compared entry with this formula, charge and spin (kcal per mole) = 141.89
- highest occupied orbital energy (eV) = -9.35
- multiplicity = 1
- Kohn-Sham gap (eV) = 10.1

Geometry (Å):
C1 -0.661 1.644 1.452
C2 -0.040 2.395 0.357
N1 0.132 1.520 -1.064
C3 0.681 2.479 -2.163
C4 -0.960 0.651 -1.386
C5 -0.552 -0.656 -2.004
O1 -2.170 0.642 -0.987
H1 -1.708 1.843 1.495
H2 -0.146 1.486 2.377
H3 -1.071 0.726 1.560
H4 -0.672 3.213 0.229
H5 1.117 2.379 0.535
H6 1.602 2.922 -1.439
H7 1.242 2.086 -3.013
H8 0.017 3.176 -2.628
H9 -0.463 -0.668 -3.197
H10 0.306 -1.127 -1.464
H11 -1.416 -1.361 -1.981
C6 2.278 -2.288 1.674
C7 0.839 -2.466 1.237
C8 -0.111 -3.267 2.274
H12 2.853 -1.623 1.092
H13 3.066 -3.091 1.728
H14 2.166 -1.766 2.591
H15 0.437 -1.557 0.962
H16 0.878 -2.962 0.253
H17 0.556 -4.038 2.580
H18 -0.101 -2.835 3.313
H19 -1.074 -3.532 1.696

Molecular formula: C8H19NO
Method: DFT, wB97M-V/def2-TZVPD

- ΔE to the lowest compared entry with this formula, charge and spin (kcal per mole) = 103.01
- highest occupied orbital energy (eV) = -9.20
- multiplicity = 1
- Kohn-Sham gap (eV) = 10.0

Geometry (Å):
C1 -2.144 0.265 -1.651
C2 -0.784 0.946 -0.872
N1 0.469 0.783 -1.637
C3 1.323 1.832 -1.152
C4 1.130 -0.180 -2.420
C5 0.420 -1.542 -2.379
O1 2.108 0.100 -3.084
H1 -2.253 0.619 -2.592
H2 -3.046 0.201 -0.892
H3 -1.728 -0.718 -1.511
H4 -1.095 2.060 -0.701
H5 -0.945 0.374 0.074
H6 0.980 2.828 -1.515
H7 1.582 2.027 -0.088
H8 2.365 1.947 -1.850
H9 -0.370 -1.623 -3.164
H10 1.022 -2.287 -2.776
H11 0.003 -1.837 -1.386
C6 -1.052 -1.035 2.689
C7 -0.013 0.075 2.820
C8 1.440 -0.379 2.561
H12 -1.312 -1.593 3.589
H13 -0.668 -1.909 2.079
H14 -2.114 -0.885 2.275
H15 -0.219 1.083 2.270
H16 -0.004 0.529 3.906
H17 1.708 -0.889 3.554
H18 1.261 -1.192 1.853
H19 1.937 0.399 1.997

Molecular formula: C8H19NO
Method: DFT, wB97M-V/def2-TZVPD

- ΔE to the lowest compared entry with this formula, charge and spin (kcal per mole) = 92.14
- highest occupied orbital energy (eV) = -7.23
- multiplicity = 1
- Kohn-Sham gap (eV) = 8.0

Geometry (Å):
C1 0.478 0.180 -0.505
C2 1.426 -1.484 -0.812
C3 -0.100 -0.471 0.660
C4 -2.551 0.812 0.717
C5 -0.798 1.897 1.947
C6 1.527 1.241 -0.298
C7 -0.426 0.427 -1.694
C8 0.709 -2.817 -0.913
N1 -1.255 0.680 1.334
O1 2.582 -1.583 -0.009
H1 2.336 -1.937 0.859
H2 1.783 -1.192 -1.803
H3 -0.796 -1.288 0.488
H4 0.571 -0.596 1.509
H5 -0.694 2.726 1.223
H6 -1.479 2.242 2.742
H7 -2.888 -0.142 0.294
H8 -3.322 1.107 1.447
H9 -2.583 1.573 -0.083
H10 0.182 1.750 2.415
H11 1.632 1.684 0.694
H12 2.586 1.019 -0.470
H13 -1.187 -0.348 -1.807
H14 -0.932 1.393 -1.591
H15 1.436 2.149 -0.910
H16 0.160 0.490 -2.618
H17 0.462 -3.216 0.077
H18 1.352 -3.562 -1.397
H19 -0.211 -2.732 -1.497